ORCA calculation (ωB97M-V with the def2-TZVPD basis set) on a 13-piece molecular cluster, C21H60O13 overall.

Last column: Mulliken charge in e.
Positions of all 94 atoms, in Å:
C 1.86139 -0.81785 -5.37912  -0.786
C 1.28000 -1.75658 -4.34605  0.759
O 1.25770 -1.47531 -3.17010  -0.333
C 0.61468 -3.04121 -4.82353  -1.197
H 2.30632 -1.40801 -6.17605  0.451
H 2.58879 -0.17157 -4.89141  -0.069
H 1.04587 -0.18005 -5.72295  0.194
H 0.93842 -3.81236 -4.12520  0.335
H 0.94925 -3.30414 -5.82419  0.389
H -0.46183 -2.89697 -4.76048  0.252
C -4.38746 5.32904 -1.64652  -1.258
C -3.45407 4.16964 -1.81116  0.803
O -2.71653 4.06891 -2.76568  -0.629
C -3.53313 3.05686 -0.79346  -0.552
H -4.28661 5.82567 -0.67760  0.348
H -5.42728 5.00726 -1.70858  0.314
H -4.13875 6.08793 -2.38880  0.344
H -4.21276 3.34169 0.01352  0.353
H -2.58622 2.75388 -0.35214  0.078
H -3.98614 2.22964 -1.34808  0.179
C -0.46888 -4.87707 1.62770  -0.937
C -1.46024 -3.81027 1.17977  0.533
O -2.62925 -3.89734 1.48308  -0.595
C -0.87409 -2.61441 0.46616  0.127
H -0.49399 -4.97385 2.70929  0.187
H 0.53806 -4.59040 1.31553  0.228
H -0.62092 -5.85034 1.15806  0.396
H -0.78717 -2.89730 -0.58711  0.549
H 0.15548 -2.43125 0.77411  -0.481
H -1.43480 -1.70394 0.66759  -0.054
C -2.99768 0.16454 3.47183  -0.318
C -3.00353 -0.64876 4.74267  0.795
O -2.48719 -0.21726 5.75354  -0.606
C -3.74740 -1.94136 4.73339  -1.165
H -1.99072 0.39259 3.12508  -0.341
H -3.58808 1.08093 3.51387  0.503
H -3.52463 -0.42195 2.71071  0.254
H -3.45977 -2.57911 3.89474  0.242
H -4.80044 -1.69145 4.57124  0.358
H -3.59201 -2.43763 5.68732  0.326
C -1.90506 1.23631 -4.21206  -0.076
O -3.02652 0.58787 -4.81794  -0.578
H -1.10954 1.38995 -4.95117  0.364
H -2.18555 2.18245 -3.74010  0.202
H -1.47318 0.59232 -3.44590  -0.180
H -3.34410 1.17586 -5.50949  0.297
C 5.66927 0.77165 0.14406  -0.965
O 4.25427 0.86201 0.07449  -0.389
H 5.94999 0.30112 1.08484  0.320
H 6.09554 0.17994 -0.66895  0.337
H 6.09301 1.78183 0.15172  0.351
H 3.99207 1.37363 -0.71429  0.190
C 0.67886 -1.48839 3.31691  0.193
O 1.29088 -2.76783 3.35805  -0.555
H 0.99466 -0.83213 4.12700  0.484
H 0.82735 -1.00406 2.35389  -0.280
H -0.40785 -1.61061 3.39512  -0.027
H 1.35257 -3.11858 4.24776  0.280
C -3.28095 -0.77829 -1.52950  -0.163
O -4.37840 -0.22187 -2.24407  -0.618
H -3.62127 -1.60037 -0.89759  0.268
H -2.61514 -1.22864 -2.27631  0.148
H -2.73974 -0.07891 -0.88390  0.020
H -4.00821 0.31710 -2.95623  0.311
C 3.35042 -2.03658 0.25434  -0.058
O 3.07001 -3.09279 1.17692  -0.620
H 2.54121 -1.93795 -0.47614  0.124
H 3.52098 -1.08586 0.76580  -0.031
H 4.27274 -2.31363 -0.25731  0.341
H 2.38657 -2.77566 1.79377  0.173
C 3.88667 1.70663 3.44671  -0.698
O 2.93693 1.57887 2.40261  -0.424
H 3.89292 2.73905 3.79956  0.261
H 3.68540 1.03996 4.28641  0.238
H 4.88757 1.46856 3.08049  0.278
H 3.38542 1.29814 1.57562  0.326
C 0.30978 0.73201 -0.49587  0.175
O -0.72438 1.39731 0.20066  -0.252
H 1.31061 1.15231 -0.33296  0.391
H 0.37857 -0.28047 -0.07513  -0.165
H 0.08429 0.67989 -1.55685  -0.225
H -0.46493 1.42200 1.14042  0.331
C 3.28099 1.25669 -2.94236  -0.683
O 3.49370 2.46425 -2.19176  -0.553
H 3.01420 1.49573 -3.97835  0.437
H 4.21166 0.68165 -2.98885  0.374
H 2.46561 0.68179 -2.51272  0.192
H 4.28320 2.89833 -2.52720  0.280
C -0.00605 2.49978 4.05612  -0.822
O 0.19831 1.77355 2.84799  -0.454
H -1.08811 2.51949 4.18189  0.274
H 0.33717 1.94025 4.93329  0.315
H 0.47650 3.47287 3.97624  0.276
H 1.13468 1.54069 2.70930  0.290

The HOMO-LUMO gap comes out at 9.588 eV. The value obtained for the energy relative to the best compared isomer or geometry (same formula, charge and spin) is 0.563 eV. Its total energy is -49363.8622 eV. As for the spin multiplicity: 1. The LUMO energy comes out at 0.0096 Eh.

ORCA calculation (ωB97M-V with the def2-TZVPD basis set) on one molecule with the formula C9H7FO2.

Last column: Mulliken charge in e.
Positions of all 19 atoms, in Å:
O -2.50917 -1.50415 -0.04066  -0.625
C -2.97782 -0.37548 0.05350  0.599
O -4.31129 -0.15265 -0.07439  -0.442
C -2.32504 0.92945 0.11344  -0.558
C -1.02638 1.35986 0.03922  -0.461
C 0.29158 0.70378 -0.02585  0.894
C 0.50392 -0.69246 -0.01629  -0.417
C 1.80212 -1.19700 0.09614  -0.547
C 2.88461 -0.36078 0.04371  0.346
F 4.10002 -0.89682 -0.02074  -0.299
C 2.72971 1.01222 -0.04624  -0.531
C 1.45033 1.53703 -0.07751  -0.482
H -4.82240 -0.97286 -0.19453  0.344
H -3.06462 1.70991 0.18854  0.311
H -0.93056 2.46023 0.13578  0.181
H -0.35557 -1.31739 -0.01866  0.575
H 1.92298 -2.25227 0.11148  0.430
H 3.63925 1.56791 -0.13153  0.426
H 1.27621 2.63042 -0.06478  0.256

The HOMO-LUMO gap comes out at 8.625 eV. The value obtained for the energy relative to the best compared isomer or geometry (same formula, charge and spin) is 0.000 eV. Its total energy is -16258.6339 eV. The SMILES is O=C(O)/C=C\c1ccc(F)cc1. As for the spin multiplicity: 1. The LUMO energy comes out at -0.0102 Eh.

ORCA calculation (ωB97M-V with the def2-TZVPD basis set) on C31H37N4O2PdS2 as an isolated structure.

Last column: Mulliken charge in e.
Positions of all 77 atoms, in Å:
Pd 0.35133 -0.07746 0.60264  -0.080
C -1.68938 -4.95470 2.50075  -0.774
C -2.15945 -3.96422 1.64475  -1.020
C -1.57864 -2.71010 1.60474  -0.314
C -0.49850 -2.35436 2.44719  0.053
C -0.01389 -3.38754 3.28633  -0.491
C -0.59729 -4.64304 3.30365  -0.640
N 0.03293 -1.09408 2.36952  2.021
C 1.00424 -0.66471 3.30793  -0.217
C 0.93888 -0.86654 4.67663  -0.607
C 1.90311 -0.33515 5.53944  -0.963
C 2.93535 0.42781 5.01679  -0.563
C 3.01462 0.67994 3.65124  -0.932
C 2.05458 0.14513 2.78405  -0.448
N 2.02032 0.32743 1.43813  1.967
N 2.85995 1.23757 0.81924  -1.283
C 2.43053 1.53812 -0.36654  0.042
C 3.18850 2.37450 -1.26401  -0.916
C 2.74000 2.62253 -2.51643  -0.133
C 1.50597 2.06294 -2.96761  -1.145
C 0.80268 1.29827 -2.08180  -0.381
N 1.20093 1.04850 -0.82261  0.243
H -2.14471 -5.93620 2.52813  0.350
H -2.98805 -4.17674 0.97633  0.387
H -1.92978 -1.98264 0.88761  0.379
H 0.84867 -3.20144 3.91011  0.519
H -0.17954 -5.39868 3.96071  0.352
H 0.10866 -1.43337 5.08197  0.443
H 1.82817 -0.50642 6.60632  0.387
H 3.68348 0.85152 5.67805  0.375
H 3.79127 1.30883 3.23728  0.440
H 4.12501 2.77258 -0.89692  0.470
H 3.32620 3.24412 -3.18416  0.351
H 1.13733 2.22013 -3.97057  0.410
H -0.13419 0.83032 -2.36740  0.519
C -4.87978 0.13966 -3.30748  -1.423
C -3.60893 0.44984 -2.52601  -0.154
C -3.90182 0.64839 -1.04557  -0.802
S -2.37588 1.00901 -0.16060  0.432
O -1.57543 -0.25366 -0.41822  -0.221
C -3.01402 0.86421 1.52796  -0.805
C -2.10522 1.52830 2.55894  0.314
C -2.37166 0.97409 3.95274  -1.437
H -4.65905 -0.00644 -4.36487  0.398
H -5.60644 0.95096 -3.22433  0.335
H -5.35268 -0.77201 -2.93719  0.330
H -3.13167 1.34926 -2.92530  0.320
H -2.88915 -0.36285 -2.63355  0.186
H -4.32281 -0.25640 -0.59847  0.325
H -4.58338 1.48597 -0.87458  0.547
H -3.08873 -0.21312 1.69764  0.219
H -4.01976 1.29305 1.53698  0.625
H -2.25572 2.61066 2.53082  0.475
H -1.06156 1.33557 2.30126  -0.229
H -3.41256 1.11643 4.25687  0.439
H -1.72933 1.45905 4.68809  0.378
H -2.14458 -0.09348 3.97262  0.183
C 5.41511 -0.98758 0.91409  -1.559
C 4.21718 -1.63524 0.28195  0.553
C 3.40844 -2.48832 1.03042  -0.578
C 2.23896 -3.00677 0.50738  0.034
C 1.87050 -2.68044 -0.79364  0.042
C 2.67820 -1.86230 -1.56741  -1.113
C 3.84981 -1.35256 -1.02674  -0.143
S 0.24526 -3.03416 -1.45200  1.028
C 0.13171 -4.75155 -0.91283  -1.087
O 0.35366 -3.07994 -2.94110  -0.814
H 5.10116 -0.40462 1.78188  0.199
H 5.90650 -0.30939 0.21697  0.333
H 6.14253 -1.73153 1.24902  0.426
H 3.66994 -2.70235 2.06121  0.332
H 1.60228 -3.61124 1.13844  0.330
H 2.36693 -1.60650 -2.57239  0.494
H 4.45605 -0.67478 -1.61686  0.280
H 0.99870 -5.29993 -1.27779  0.412
H -0.78528 -5.13967 -1.35467  0.384
H 0.04503 -4.80047 0.17123  0.211

The HOMO-LUMO gap comes out at 4.746 eV. The net charge is -1. Its total energy is -67953.8847 eV. As for the spin multiplicity: 1. The LUMO energy comes out at 0.0770 Eh.

ORCA calculation (ωB97M-V with the def2-TZVPD basis set) on C5H6O4 as an isolated structure.

Last column: Mulliken charge in e.
Positions of all 15 atoms, in Å:
C 0.50816 1.19650 1.09407  -0.807
C 0.38989 0.12967 0.00747  1.210
C 1.21067 -1.14190 0.05425  -0.643
C -0.76384 -0.84160 0.28571  0.362
C 0.27122 0.75225 -1.38347  -0.265
H -1.44665 1.41908 1.23928  0.341
H 1.40870 1.76329 0.83937  0.376
H 0.61379 0.75502 2.09373  0.371
H 1.92623 -1.16611 0.88830  0.284
H 1.68143 -1.38847 -0.89462  0.316
H -0.22314 1.77321 -1.32314  0.349
O -0.65545 1.93498 1.09528  -0.516
O 0.04394 -1.94058 0.26736  -0.358
O -1.88837 -0.77227 0.60830  -0.553
O 0.79277 0.31217 -2.36983  -0.467

The HOMO-LUMO gap comes out at 10.745 eV. The value obtained for the energy relative to the best compared isomer or geometry (same formula, charge and spin) is 1.615 eV. Its total energy is -13470.8703 eV. As for the spin multiplicity: 1. The LUMO energy comes out at 0.0170 Eh.

ORCA calculation (ωB97M-V with the def2-TZVPD basis set) on one molecule with the formula C6H10.

Last column: Mulliken charge in e.
Positions of all 16 atoms, in Å:
C 0.99001 1.05632 0.13267  -0.595
C 0.94152 0.23311 1.42187  -1.183
C 0.49145 -1.19753 -0.78902  -1.033
C -0.98107 -1.38463 -0.46950  -0.041
C -1.31909 0.10142 -0.69346  -1.030
C 0.19631 0.30211 -0.94058  0.636
H 0.61178 2.08027 0.26215  0.315
H 2.03320 1.13291 -0.19381  0.312
H 1.65990 0.56935 2.17219  0.381
H -0.05949 0.22253 1.87238  0.249
H 1.21541 -0.79488 1.15234  0.389
H -1.43028 -2.13340 -1.13595  0.344
H -1.13049 -1.77668 0.54718  0.237
H -1.73766 0.63313 0.16831  0.264
H -1.95064 0.30081 -1.56345  0.275
H 0.46913 0.65514 -1.94332  0.481

The HOMO-LUMO gap comes out at 8.372 eV. The value obtained for the energy relative to the best compared isomer or geometry (same formula, charge and spin) is 4.208 eV. Its total energy is -6379.6517 eV. As for the spin multiplicity: 1. The LUMO energy comes out at 0.0047 Eh.

ORCA calculation (ωB97M-V with the def2-TZVPD basis set) on a 5-piece molecular cluster, C33H49NO6 overall.

Last column: Mulliken charge in e.
Positions of all 89 atoms, in Å:
C 0.78163 -1.72997 3.55291  -0.884
C 1.57145 -0.41372 3.08979  0.781
C 3.09002 -0.60668 2.57513  -1.130
C 1.06365 0.92173 3.12769  -0.966
C -0.27908 1.45422 2.44462  0.306
C -1.00070 0.41414 1.45991  -0.466
C -0.91934 0.81345 -0.10581  0.313
C -2.19205 1.70108 -0.59753  -1.232
C 0.50078 1.43152 -0.53346  -0.736
C 0.49304 3.03239 -0.68286  -0.075
C 1.93275 3.70755 -0.72822  0.093
C 2.29330 4.76558 0.14565  0.050
C 1.32791 5.33348 1.26082  0.309
C 1.59057 5.19282 2.80789  -0.296
C 0.54123 5.84487 3.72373  -0.256
N -0.66040 6.53004 3.42468  -0.551
C -0.96022 6.65987 2.04483  -0.238
C -0.00042 6.10687 0.98125  -0.119
C 3.75965 5.40284 -0.01826  0.347
O 4.28803 6.13538 0.86360  -0.553
C 4.64121 5.18888 -1.35187  -0.464
C 4.30303 4.10448 -2.19565  -0.485
C 3.04863 3.20804 -1.78242  0.330
O 2.94385 2.08832 -2.35165  -0.538
H -0.33111 -1.47664 3.54463  0.256
H 0.97953 -2.54710 2.77855  0.202
H 1.11228 -2.13852 4.56481  0.394
H 3.56255 0.43885 2.52704  0.316
H 3.66037 -1.24707 3.33366  0.378
H 3.05094 -1.08306 1.52455  0.160
H 1.66417 1.68630 3.75376  0.310
H -1.02602 1.65881 3.30857  0.458
H -0.04961 2.47234 1.98545  -0.386
H -2.12748 0.40925 1.71966  0.279
H -0.63723 -0.66268 1.54015  0.063
H -1.02242 -0.18581 -0.68216  0.341
H -2.32873 2.55776 0.16288  0.163
H -2.02550 2.10554 -1.65665  0.215
H -3.12421 1.02222 -0.53039  0.432
H 1.29979 1.13087 0.22407  0.144
H 0.76060 1.00529 -1.57245  0.361
H -0.20650 3.46545 0.10553  0.160
H -0.00284 3.26219 -1.70367  0.326
H 2.51712 4.66020 3.21109  0.381
H 0.77178 5.74889 4.85039  0.287
H -1.90576 7.21019 1.68855  0.298
H -0.28809 6.27003 -0.12012  0.272
H 5.52081 5.86657 -1.62796  0.337
H 4.89054 3.87173 -3.13910  0.353
C -6.44329 3.50334 -2.02449  -1.082
C -5.06247 4.04453 -2.28442  0.737
C -4.94932 5.26333 -3.16161  -1.073
O -4.07644 3.51737 -1.80435  -0.447
H -6.37232 2.62598 -1.37808  0.257
H -7.05052 4.25967 -1.52251  0.333
H -6.91008 3.20749 -2.96642  0.328
H -5.49033 6.09775 -2.71024  0.326
H -5.34970 5.04550 -4.15408  0.331
H -3.89779 5.54076 -3.26161  0.265
C -1.48492 -5.90685 3.96751  -1.235
C -0.55450 -5.40536 2.89448  0.854
C 0.34710 -6.41169 2.23147  -0.785
O -0.53242 -4.23030 2.57553  -0.509
H -2.07356 -5.07253 4.35552  0.295
H -2.16611 -6.65157 3.55030  0.348
H -0.90779 -6.33939 4.78751  0.332
H -0.25257 -7.17888 1.73677  0.338
H 1.00608 -6.86665 2.97434  0.335
H 0.96037 -5.90948 1.48134  0.052
C 2.12384 -4.57640 -2.01611  -0.984
C 2.99426 -5.08310 -0.89777  0.886
C 4.37051 -4.48596 -0.76411  -1.155
O 2.60147 -5.94340 -0.12945  -0.600
H 1.16621 -5.09257 -1.99075  0.318
H 1.94751 -3.50523 -1.89266  0.316
H 2.60219 -4.77324 -2.97789  0.319
H 4.29349 -3.41126 -0.58603  0.264
H 4.94878 -4.67884 -1.67022  0.351
H 4.88411 -4.94556 0.08336  0.310
C -1.23345 -6.62860 -5.30936  -1.102
C -1.23131 -5.80591 -4.04848  0.727
C -2.56189 -5.33148 -3.52784  -1.028
O -0.19390 -5.53467 -3.47219  -0.499
H -0.20730 -6.90012 -5.56612  0.278
H -1.80939 -7.54356 -5.15508  0.327
H -1.65818 -6.04825 -6.13117  0.331
H -3.19686 -6.18882 -3.29463  0.321
H -3.04548 -4.69341 -4.27061  0.321
H -2.40752 -4.75145 -2.61545  0.261

The HOMO-LUMO gap comes out at 5.940 eV. The value obtained for the energy relative to the best compared isomer or geometry (same formula, charge and spin) is 8.635 eV. Its total energy is -48780.7227 eV. The SMILES is CC(C)=CCC[C@@H](C)CCC1=C(c2ccncc2)C(=O)C=CC1=O.CC(C)=O.CC(C)=O.CC(C)=O.CC(C)=O. As for the spin multiplicity: 1. The LUMO energy comes out at -0.0431 Eh.

Question: Look up the spin multiplicity of the fifth one.
Answer: 1

Please write out number 5 again, unchanged.
ORCA calculation (ωB97M-V with the def2-TZVPD basis set) on one molecule with the formula C6H10.

Last column: Mulliken charge in e.
Positions of all 16 atoms, in Å:
C 0.99001 1.05632 0.13267  -0.595
C 0.94152 0.23311 1.42187  -1.183
C 0.49145 -1.19753 -0.78902  -1.033
C -0.98107 -1.38463 -0.46950  -0.041
C -1.31909 0.10142 -0.69346  -1.030
C 0.19631 0.30211 -0.94058  0.636
H 0.61178 2.08027 0.26215  0.315
H 2.03320 1.13291 -0.19381  0.312
H 1.65990 0.56935 2.17219  0.381
H -0.05949 0.22253 1.87238  0.249
H 1.21541 -0.79488 1.15234  0.389
H -1.43028 -2.13340 -1.13595  0.344
H -1.13049 -1.77668 0.54718  0.237
H -1.73766 0.63313 0.16831  0.264
H -1.95064 0.30081 -1.56345  0.275
H 0.46913 0.65514 -1.94332  0.481

The HOMO-LUMO gap comes out at 8.372 eV. The value obtained for the energy relative to the best compared isomer or geometry (same formula, charge and spin) is 4.208 eV. Its total energy is -6379.6517 eV. As for the spin multiplicity: 1. The LUMO energy comes out at 0.0047 Eh.

Question: spin multiplicity of number 6 (C33H49NO6)?
Answer: 1